Entry 1:
Density functional theory data (wB97M-V/def2-TZVPD) for 4 unconnected molecules or ions with the total composition C69H65I2N4O7SSi at a distorted geometry.

Geometry as XYZ:
```
149
Properties=species:S:1:pos:R:3:mulliken_charge:R:1
C 7.61 3.28 0.00 -0.56
O 6.99 4.57 -0.20 -0.44
C 5.57 4.45 -0.09 -0.70
C 4.87 4.24 -1.47 -0.88
N 4.98 5.04 -2.58 1.47
C 5.73 6.30 -2.70 -1.16
C 5.37 7.31 -1.53 1.02
C 4.60 8.58 -2.01 -1.27
C 3.03 8.49 -1.76 -0.29
C 2.64 8.29 -0.24 -0.99
C 2.20 6.80 0.14 0.04
C 1.07 6.20 -0.81 -0.28
C 0.14 5.22 0.03 -0.17
Si -1.40 4.60 -0.92 -0.09
C -2.40 3.48 0.28 -0.78
C -2.56 6.01 -1.46 -1.01
C -1.02 3.51 -2.44 0.77
C -1.00 2.02 -2.39 -0.41
C -0.72 1.23 -3.61 -0.55
C -0.44 1.90 -4.89 -0.69
C -0.46 3.37 -4.93 -0.47
C -0.76 4.17 -3.73 -0.38
C 4.23 4.45 -3.62 -1.19
C 4.05 4.93 -5.08 -1.04
I 2.26 5.92 -5.71 0.07
C 5.06 4.68 -5.96 0.42
C 5.09 5.06 -7.46 -1.13
I 6.83 3.64 -5.22 0.05
C 3.64 3.28 -2.99 1.23
N 2.74 2.39 -3.70 -0.12
C 3.43 1.47 -4.17 0.33
S 4.48 0.41 -4.78 -0.19
N 4.06 3.14 -1.66 1.17
C 3.67 2.09 -0.71 -0.75
C 4.86 1.15 -0.24 -0.55
N 5.08 1.22 1.25 -0.46
H 7.30 2.81 0.97 0.27
H 7.32 2.65 -0.89 0.16
H 8.72 3.34 0.01 0.33
H 5.23 5.37 0.45 0.34
H 5.34 3.59 0.59 0.53
H 5.44 6.80 -3.67 0.56
H 6.84 6.12 -2.79 0.27
H 6.30 7.53 -0.94 0.48
H 4.70 6.75 -0.84 -1.03
H 4.95 9.44 -1.35 0.34
H 4.84 8.91 -3.05 0.40
H 2.63 9.50 -2.05 0.40
H 2.55 7.76 -2.46 0.10
H 3.52 8.52 0.43 0.38
H 1.77 8.94 0.01 0.40
H 3.06 6.09 0.23 -0.34
H 1.74 6.87 1.16 0.57
H 0.43 7.02 -1.24 0.34
H 1.59 5.64 -1.63 -0.06
H 0.70 4.29 0.35 -0.18
H -0.23 5.82 0.90 0.45
H -2.72 4.08 1.17 0.39
H -3.30 3.08 -0.26 0.33
H -1.80 2.60 0.63 -0.09
H -3.40 5.60 -2.08 0.31
H -2.98 6.61 -0.62 0.35
H -2.00 6.72 -2.13 0.29
H -1.21 1.54 -1.41 0.35
H -0.74 0.11 -3.59 0.38
H -0.24 1.33 -5.83 0.42
H -0.24 3.85 -5.91 0.44
H -0.81 5.29 -3.77 0.28
H 5.97 5.72 -7.66 0.32
H 5.27 4.13 -8.07 0.32
H 4.19 5.60 -7.82 0.40
H 3.17 2.56 0.18 0.42
H 2.87 1.49 -1.22 0.33
H 5.79 1.31 -0.82 0.18
H 4.53 0.08 -0.43 0.41
H 4.21 1.46 1.72 0.15
H 5.34 0.29 1.58 0.32
C -1.19 -0.17 8.52 -0.54
C -0.69 -1.46 8.65 -0.49
C 0.03 -2.04 7.62 -0.64
C 0.25 -1.33 6.44 0.15
C -0.27 -0.04 6.30 0.18
C -0.98 0.54 7.34 -0.54
C -0.09 0.71 5.03 1.00
O -0.53 1.83 4.90 -0.71
C 0.65 0.06 3.91 -0.10
C 0.78 0.72 2.70 -0.77
C 1.47 0.13 1.66 -0.37
C 2.05 -1.12 1.82 -0.68
C 1.91 -1.80 3.03 -0.76
C 1.20 -1.21 4.07 0.20
C 1.04 -1.95 5.35 0.63
O 1.53 -3.05 5.49 -0.68
H -1.75 0.29 9.33 0.41
H -0.87 -2.02 9.56 0.41
H 0.42 -3.05 7.73 0.49
H -1.37 1.54 7.24 0.50
H 0.34 1.70 2.57 0.62
H 1.57 0.65 0.71 0.65
H 2.60 -1.58 1.01 0.47
H 2.36 -2.78 3.15 0.53
C -4.96 0.78 2.08 -0.73
C -3.68 0.74 2.61 -0.45
C -3.10 -0.48 2.93 -0.46
C -3.81 -1.66 2.74 -0.05
C -5.10 -1.62 2.22 0.45
C -5.68 -0.40 1.88 -0.76
C -5.89 -2.87 2.05 0.55
O -7.02 -2.83 1.60 -0.67
C -5.27 -4.16 2.45 0.16
C -6.01 -5.33 2.35 -0.57
C -5.44 -6.55 2.71 -0.55
C -4.13 -6.59 3.15 -0.56
C -3.38 -5.43 3.26 -0.45
C -3.96 -4.20 2.92 0.21
C -3.17 -2.96 3.07 0.41
O -2.02 -3.00 3.46 -0.66
H -5.41 1.73 1.82 0.44
H -3.13 1.66 2.77 0.67
H -2.10 -0.51 3.34 0.59
H -6.68 -0.36 1.47 0.49
H -7.04 -5.30 2.00 0.48
H -6.02 -7.46 2.63 0.45
H -3.68 -7.54 3.42 0.47
H -2.36 -5.47 3.61 0.52
C -4.26 -7.32 -1.76 -0.55
C -4.53 -7.63 -3.09 -0.45
C -4.77 -8.94 -3.47 -0.64
C -4.74 -9.96 -2.51 0.42
C -4.44 -9.65 -1.19 0.10
C -4.21 -8.33 -0.81 -0.54
C -4.35 -10.72 -0.17 0.51
O -4.10 -10.46 0.99 -0.69
C -4.57 -12.13 -0.59 0.17
C -4.43 -13.16 0.34 -0.52
C -4.64 -14.47 -0.04 -0.48
C -5.00 -14.77 -1.35 -0.46
C -5.13 -13.75 -2.28 -0.55
C -4.91 -12.43 -1.91 0.15
C -5.02 -11.36 -2.92 0.58
O -5.33 -11.61 -4.07 -0.66
H -4.08 -6.30 -1.47 0.45
H -4.55 -6.84 -3.84 0.39
H -4.99 -9.18 -4.50 0.47
H -4.00 -8.09 0.22 0.59
H -4.15 -12.93 1.37 0.46
H -4.53 -15.27 0.69 0.40
H -5.17 -15.80 -1.64 0.40
H -5.41 -13.99 -3.30 0.47
```

The value obtained for the highest occupied orbital energy is -10.722 eV. Its total energy is -127807.5314 eV. Its total charge is +1. For the LUMO energy, the calculation gives -3.0 eV. Its molecular weight is 1376.26 Da. The calculation puts the gap between HOMO and LUMO at 0.2844 hartree.

---

Entry 2:
Density functional theory data (wB97M-V/def2-TZVPD) for a molecular structure, C69H74BrCdN11O.

Geometry as XYZ:
```
157
Properties=species:S:1:pos:R:3:mulliken_charge:R:1
Cd -0.04 0.79 0.24 7.00
C -1.83 0.42 7.08 -1.89
C -1.12 0.32 5.76 -0.09
C -0.52 -0.86 5.32 -0.46
C 0.15 -0.92 4.12 0.33
C 0.33 0.19 3.27 -0.56
N 1.06 0.10 2.10 0.33
C 2.19 -0.70 2.14 -1.10
C 2.92 -0.85 3.35 -0.01
C 4.00 -1.69 3.49 -0.93
C 4.47 -2.44 2.41 0.26
C 5.64 -3.37 2.55 -1.70
C 3.84 -2.24 1.20 -0.71
C 2.76 -1.36 1.03 -0.51
N 2.32 -1.21 -0.31 0.62
C 3.11 -1.38 -1.40 -0.52
C 2.31 -1.28 -2.51 -2.28
C 1.04 -1.00 -2.01 -0.30
N 1.05 -0.97 -0.68 0.38
C -0.31 1.37 3.71 -1.12
C -1.02 1.41 4.91 -0.30
N -0.27 2.59 2.97 0.58
C -0.16 3.82 3.50 -0.56
C -0.29 4.73 2.47 -2.12
C -0.47 3.93 1.33 -0.49
N -0.45 2.64 1.65 1.35
H -1.67 -0.48 7.67 0.37
H -1.46 1.27 7.66 0.49
H -2.90 0.55 6.95 0.27
H -0.60 -1.75 5.93 0.49
H 0.57 -1.87 3.80 0.70
H 2.60 -0.27 4.21 0.55
H 4.48 -1.78 4.46 0.38
H 5.69 -3.78 3.56 0.41
H 5.58 -4.19 1.84 0.38
H 6.58 -2.84 2.37 0.27
H 4.19 -2.80 0.34 0.55
H 4.17 -1.52 -1.33 0.62
H 2.62 -1.37 -3.54 0.66
H 0.13 -0.81 -2.55 -0.09
H -1.52 2.34 5.19 0.61
H 0.01 3.98 4.55 0.62
H -0.26 5.80 2.54 0.54
H -0.61 4.24 0.31 0.28
C 3.93 2.39 2.17 -2.36
C 3.10 2.72 0.94 2.74
C 3.01 4.24 0.78 -1.44
C 3.64 2.14 -0.35 0.41
C 4.99 1.83 -0.47 -0.20
C 5.53 1.48 -1.69 -1.64
C 4.73 1.51 -2.81 -0.79
C 3.36 1.81 -2.76 1.03
C 2.70 1.90 -4.14 0.31
C 1.29 1.36 -4.36 -1.36
C 2.80 3.34 -4.67 -1.57
C 2.80 2.05 -1.49 -1.08
N 1.39 2.15 -1.33 1.47
C 0.82 3.20 -1.82 -1.77
C -0.56 3.43 -2.13 0.46
C -0.78 4.65 -2.81 -1.01
C -1.98 4.99 -3.37 -1.39
C -3.03 4.06 -3.29 -0.86
C -2.87 2.89 -2.61 -1.13
C -1.66 2.53 -1.94 0.71
N -1.60 1.40 -1.22 0.38
C -2.80 0.66 -1.00 -1.57
C -3.68 1.04 0.04 0.86
C -4.67 0.16 0.43 -0.10
C -4.88 -1.04 -0.23 -1.22
C -4.16 -1.30 -1.39 -0.22
C -3.13 -0.46 -1.80 1.13
C -2.53 -0.64 -3.19 1.69
C -3.54 -0.20 -4.25 -1.64
C -2.10 -2.07 -3.53 -1.68
C -3.69 2.46 0.61 1.16
C -4.91 3.21 0.04 -1.67
C -3.74 2.58 2.13 -1.26
H 3.38 2.70 3.07 0.32
H 4.88 2.94 2.16 0.56
H 4.14 1.33 2.26 0.48
H 2.10 2.31 1.09 -1.55
H 3.99 4.64 0.51 0.36
H 2.70 4.70 1.72 0.44
H 2.29 4.53 0.01 0.12
H 5.63 1.88 0.40 0.37
H 6.58 1.21 -1.78 0.41
H 5.17 1.30 -3.78 0.39
H 3.34 1.29 -4.79 0.73
H 0.52 1.91 -3.82 0.16
H 1.22 0.31 -4.07 -0.06
H 1.05 1.43 -5.42 0.64
H 2.07 3.99 -4.18 0.28
H 2.59 3.36 -5.74 0.45
H 3.80 3.75 -4.50 0.35
H 1.47 4.02 -2.14 0.46
H 0.06 5.34 -2.91 0.56
H -2.11 5.93 -3.89 0.39
H -3.97 4.29 -3.77 0.48
H -3.68 2.18 -2.56 0.97
H -5.33 0.41 1.26 0.58
H -5.64 -1.73 0.10 0.47
H -4.43 -2.15 -2.00 0.50
H -1.66 0.03 -3.26 -1.20
H -4.41 -0.86 -4.24 0.35
H -3.09 -0.25 -5.24 0.47
H -3.89 0.82 -4.10 0.33
H -2.97 -2.72 -3.63 0.46
H -1.43 -2.50 -2.80 0.15
H -1.59 -2.07 -4.50 0.50
H -2.79 2.98 0.28 -0.76
H -5.83 2.68 0.28 0.37
H -4.84 3.31 -1.04 0.28
H -4.96 4.21 0.47 0.48
H -4.62 2.08 2.55 0.27
H -3.81 3.63 2.40 0.51
H -2.84 2.18 2.60 -0.10
C -1.68 -6.38 7.17 -1.58
C -2.71 -5.38 6.73 0.55
C -2.39 -4.03 6.62 -0.67
C -3.33 -3.09 6.22 0.60
C -4.62 -3.49 5.91 -0.32
N -5.61 -2.59 5.45 0.01
C -5.49 -1.33 4.92 0.08
O -6.36 -0.50 5.12 -0.71
N -4.38 -0.97 4.17 0.39
C -3.53 -1.63 3.27 -0.16
C -3.49 -2.99 2.97 -0.17
C -2.51 -3.44 2.10 -1.47
C -1.66 -2.53 1.50 -1.11
N -1.76 -1.22 1.69 1.08
C -2.66 -0.80 2.56 0.29
C -4.97 -4.83 6.07 -0.34
C -4.03 -5.76 6.48 -0.74
H -0.68 -6.08 6.85 0.36
H -1.90 -7.37 6.79 0.39
H -1.66 -6.44 8.26 0.32
H -1.38 -3.71 6.85 0.39
H -3.06 -2.05 6.17 0.29
H -6.54 -2.77 5.78 0.27
H -4.36 0.03 4.06 0.06
H -4.19 -3.69 3.39 0.60
H -2.42 -4.50 1.90 0.62
H -0.86 -2.85 0.83 0.68
H -2.69 0.26 2.73 -1.24
H -5.99 -5.14 5.88 0.42
H -4.32 -6.80 6.58 0.39
Br -2.55 -8.26 -2.73 -0.17
C -1.80 -6.64 -2.08 -0.03
C -2.63 -5.60 -1.69 -0.98
C -2.02 -4.45 -1.20 -0.29
N -0.71 -4.31 -1.09 0.18
C 0.07 -5.32 -1.47 -0.41
C -0.43 -6.51 -1.97 -0.63
H -3.70 -5.68 -1.76 0.51
H -2.63 -3.61 -0.88 1.03
H 1.14 -5.18 -1.35 0.39
H 0.24 -7.31 -2.26 0.44
```

The value obtained for the highest occupied orbital energy is -6.597 eV. Its total energy is -165802.1838 eV. For the LUMO energy, the calculation gives 0.5 eV. Its molecular weight is 1265.74 Da. The calculation puts the gap between HOMO and LUMO at 0.2604 hartree.

---

Entry 3:
Density functional theory data (wB97M-V/def2-TZVPD) for 2 unconnected molecules or ions with the total composition C6F5PS2 at a distorted geometry.

Geometry as XYZ:
```
14
Properties=species:S:1:pos:R:3:mulliken_charge:R:1
C 2.23 0.24 0.12 0.17
C 1.76 -1.09 0.04 0.50
C 1.29 1.25 -0.05 0.40
C 0.41 -1.43 -0.18 0.39
C -0.04 0.95 -0.18 0.40
C -0.45 -0.37 -0.37 -0.53
F 3.44 0.58 0.46 -0.26
F 2.55 -2.11 0.23 -0.29
F 1.73 2.52 0.14 -0.28
F 0.10 -2.70 -0.08 -0.25
F -0.97 1.92 -0.31 -0.25
P -3.64 0.70 0.56 0.32
S -5.54 0.39 0.21 -0.27
S -2.87 -0.85 -0.59 -0.06
```

The value obtained for the highest occupied orbital energy is -9.368 eV. As for the energy above the lowest of the compared OMol25 structures with the same formula, charge and spin: 1.289 eV. Its total energy is -50765.4887 eV. For the LUMO energy, the calculation gives -2.0 eV. Its molecular weight is 262.16 Da. The calculation puts the gap between HOMO and LUMO at 0.2700 hartree.

---

Entry 4:
Density functional theory data (wB97M-V/def2-TZVPD) for a single C6H10 molecule at a distorted geometry.

Geometry as XYZ:
```
16
Properties=species:S:1:pos:R:3:mulliken_charge:R:1
C 1.02 -0.38 2.29 -0.99
C 1.05 -1.17 1.07 -0.40
C -2.10 1.18 -1.92 -0.83
C -0.83 0.70 -1.74 -0.06
C -0.48 -0.01 -0.60 -0.21
C 0.87 -0.55 -0.26 -0.39
H 1.57 -0.68 3.20 0.34
H 0.08 0.06 2.69 0.26
H 1.66 0.70 2.14 0.20
H 1.25 -2.23 1.07 0.41
H 1.12 -1.22 -1.11 0.31
H -2.49 1.71 -2.78 0.29
H -2.83 0.77 -1.21 0.22
H -0.09 1.15 -2.43 0.28
H -1.31 -0.40 0.02 0.24
H 1.50 0.36 -0.40 0.33
```

The value obtained for the highest occupied orbital energy is -5.823 eV. As for the energy above the lowest of the compared OMol25 structures with the same formula, charge and spin: 5.814 eV. Its total energy is -6378.0455 eV. For the LUMO energy, the calculation gives -1.5 eV. Its molecular weight is 82.15 Da. The calculation puts the gap between HOMO and LUMO at 0.1606 hartree.

---

Entry 5:
Density functional theory data (wB97M-V/def2-TZVPD) for a single C6H10 molecule.

Geometry as XYZ:
```
16
Properties=species:S:1:pos:R:3:mulliken_charge:R:1
C -0.59 0.15 -1.34 -1.48
C -0.79 0.08 0.18 0.61
C -0.75 -1.39 0.61 -1.36
C 0.21 0.95 0.99 -0.88
C 1.54 0.83 0.40 -0.34
C 2.52 0.64 -0.28 -0.02
H -1.44 -0.31 -1.84 0.41
H 0.31 -0.41 -1.64 0.33
H -0.47 1.17 -1.73 0.35
H -1.79 0.49 0.39 0.28
H -0.53 -1.50 1.68 0.37
H -1.70 -1.89 0.41 0.36
H 0.03 -1.93 0.05 0.30
H -0.09 2.01 0.99 0.32
H 0.21 0.64 2.04 0.37
H 3.36 0.47 -0.91 0.38
```

The value obtained for the highest occupied orbital energy is -9.885 eV. As for the energy above the lowest of the compared OMol25 structures with the same formula, charge and spin: 1.548 eV. Its total energy is -6382.3116 eV. For the LUMO energy, the calculation gives 1.1 eV. Its molecular weight is 82.15 Da. The calculation puts the gap between HOMO and LUMO at 0.4034 hartree.

---

Entry 6:
Density functional theory data (wB97M-V/def2-TZVPD) for a single C6H10 molecule.

Geometry as XYZ:
```
16
Properties=species:S:1:pos:R:3:mulliken_charge:R:1
C -0.30 -0.92 1.70 -1.43
C 0.08 -0.26 0.38 0.78
C -1.03 -0.50 -0.60 -0.81
C 0.34 -0.53 -1.13 -0.39
C 0.73 0.93 -1.33 -0.68
C 0.64 1.15 0.21 -0.59
H -0.05 -1.97 1.81 0.32
H -1.40 -0.86 1.76 0.35
H 0.08 -0.34 2.54 0.36
H -1.47 -1.48 -0.43 0.32
H -1.74 0.31 -0.76 0.24
H 0.74 -1.38 -1.69 0.41
H 1.71 1.12 -1.78 0.29
H -0.02 1.49 -1.90 0.24
H -0.01 1.95 0.58 0.29
H 1.65 1.31 0.62 0.29
```

The value obtained for the highest occupied orbital energy is -9.095 eV. As for the energy above the lowest of the compared OMol25 structures with the same formula, charge and spin: 1.925 eV. Its total energy is -6381.9346 eV. For the LUMO energy, the calculation gives 1.2 eV. Its molecular weight is 82.15 Da. The calculation puts the gap between HOMO and LUMO at 0.3791 hartree.

---

Entry 7:
Density functional theory data (wB97M-V/def2-TZVPD) for a molecular structure, C6H10 at a distorted geometry.

Geometry as XYZ:
```
16
Properties=species:S:1:pos:R:3:mulliken_charge:R:1
C 2.00 -0.21 0.37 -1.07
C 0.77 -0.96 -0.10 -0.54
C -1.34 -0.78 -0.51 -0.86
C -1.65 0.44 0.30 -0.34
C -0.53 1.09 -0.54 -0.67
C -0.07 -0.33 -1.11 0.35
H 1.81 0.70 0.95 0.26
H 2.55 0.12 -0.53 0.29
H 2.69 -0.84 0.94 0.33
H 0.61 -1.96 0.28 0.47
H -2.10 -1.36 -1.05 0.31
H -2.65 0.87 0.16 0.26
H -1.48 0.33 1.38 0.21
H 0.24 1.67 -0.04 0.30
H -0.98 1.66 -1.35 0.27
H 0.22 -0.34 -2.17 0.43
```

The value obtained for the highest occupied orbital energy (alpha / beta) is -7.461 / -7.505 eV. As for the energy above the lowest of the compared OMol25 structures with the same formula, charge and spin: 4.410 eV. Its total energy is -6379.4494 eV. For the LUMO energy (alpha / beta), the calculation gives 0.7 / 0.8 eV. Its molecular weight is 82.15 Da. The calculation puts the gap between HOMO and LUMO (alpha / beta) at 0.2995 / 0.3066 hartree.

---

Entry 8:
Density functional theory data (wB97M-V/def2-TZVPD) for 2 unconnected molecules or ions with the total composition C6H10 at a distorted geometry.

Geometry as XYZ:
```
16
Properties=species:S:1:pos:R:3:mulliken_charge:R:1
C 0.82 1.15 0.77 -0.65
C 0.77 0.68 -0.65 -0.28
C 0.84 -0.82 -0.92 -0.66
C -0.24 -1.47 0.00 -0.63
C -1.20 -0.32 0.29 -0.62
C -0.52 0.95 0.09 -0.09
H 1.11 0.45 1.56 0.19
H 1.10 2.18 0.95 0.27
H 1.08 1.37 -1.43 0.37
H 0.60 -1.01 -1.97 0.33
H 1.84 -1.25 -0.73 0.29
H 0.21 -1.81 0.94 0.24
H -0.72 -2.34 -0.46 0.34
H -2.23 0.87 1.39 0.13
H -2.24 -0.45 0.07 0.39
H -1.21 1.81 0.11 0.40
```

The value obtained for the highest occupied orbital energy (alpha / beta) is -7.603 / -8.466 eV. As for the energy above the lowest of the compared OMol25 structures with the same formula, charge and spin: 4.850 eV. Its total energy is -6379.0097 eV. For the LUMO energy (alpha / beta), the calculation gives 0.2 / 0.5 eV. Its molecular weight is 82.15 Da. The calculation puts the gap between HOMO and LUMO (alpha / beta) at 0.2868 / 0.3288 hartree.